[1]
Below is 2 unconnected molecules or ions with the total composition C2H6P2, with properties calculated with ωB97M-V/def2-TZVPD.

The geometry in XYZ format:
```
10
Properties=species:S:1:pos:R:3:forces:R:3:mulliken_charge:R:1
C 2.01299 -0.51065 -0.84449 1.86 1.45 1.48 -0.21
P 2.73369 0.35771 0.21202 -0.75 -0.40 -0.30 -0.20
H 2.01806 -1.07398 -1.71441 -0.84 -1.03 -1.22 0.41
C -0.89294 0.84429 0.10924 -0.60 -0.66 -2.72 -0.88
P -0.79361 -0.99137 0.20802 3.97 0.58 -1.46 -0.01
H -1.88241 1.11919 0.35282 -0.91 0.75 0.90 0.38
H -0.87749 1.01985 -0.98707 0.36 0.37 0.52 0.26
H -0.11455 1.40899 0.56755 0.32 0.18 0.48 0.25
H -1.96673 -1.26572 0.63576 -3.82 -0.63 1.39 -0.02
H -0.23702 -0.90831 1.46056 0.41 -0.62 0.94 0.01
```
Positions in Å, forces in eV/Å.

highest occupied orbital energy: -8.91 eV
energy relative to the best compared isomer or geometry (same formula, charge and spin): 164.4 kJ/mol
spin multiplicity: 1
structure (SMILES): C#P.CP
orbital gap: 9.07 eV



[2]
Below is a molecular structure, C2H6P2S, with properties calculated with ωB97M-V/def2-TZVPD.

The geometry in XYZ format:
```
11
Properties=species:S:1:pos:R:3:forces:R:3:mulliken_charge:R:1
C -0.17799 -2.72781 -0.92085 3.42 -0.49 0.23 -0.49
C -0.11969 2.62585 0.72288 -1.91 -0.19 0.35 -0.71
P -0.07475 -1.24298 -1.65024 -1.61 0.25 -0.04 0.05
P -0.45031 1.53606 -2.09224 0.01 -0.38 -0.22 -0.06
S 0.85705 2.01624 -0.68684 -0.58 -0.22 0.00 -0.12
H -1.02590 -3.32641 -0.66858 -0.63 0.18 0.06 0.30
H 0.84234 -3.22855 -0.65452 -2.01 0.75 -0.53 0.19
H 0.57804 3.31715 1.21516 -0.85 0.30 0.03 0.26
H -0.46763 1.87133 1.46271 0.98 -0.09 -0.47 0.26
H -1.17686 2.96792 0.37317 2.27 0.28 0.29 0.29
H 1.26559 -0.99016 -1.85051 0.91 -0.40 0.30 0.04
```
Positions in Å, forces in eV/Å.

highest occupied orbital energy: -7.42 eV
energy relative to the best compared isomer or geometry (same formula, charge and spin): 233.6 kJ/mol
spin multiplicity: 1
orbital gap: 6.64 eV



[3]
Below is 2 unconnected molecules or ions with the total composition C2H6S2, with properties calculated with ωB97M-V/def2-TZVPD.

The geometry in XYZ format:
```
10
Properties=species:S:1:pos:R:3:forces:R:3:lowdin_spin:R:1
S 1.27072 -0.69504 1.48458 1.38 0.75 1.63 0.46
S -0.21082 -1.45007 -0.11795 -1.33 -0.74 -1.47 0.49
H 2.22290 -1.63056 1.35460 -0.04 0.00 -0.09 0.03
H 0.22851 -0.52935 -0.97887 -0.03 -0.02 -0.06 0.02
C -0.58944 2.44868 -1.29457 -0.56 0.46 -0.33 0.00
C -1.85462 2.10445 -1.42388 -0.19 0.06 -0.06 0.00
H 0.05909 2.43593 -2.14974 0.38 -0.07 -0.13 0.00
H -0.24527 2.88284 -0.38108 0.46 -0.16 0.48 0.00
H -2.28826 1.79903 -2.35324 0.06 -0.36 -0.51 0.00
H -2.55610 2.12494 -0.61608 -0.13 0.08 0.54 0.00
```
Positions in Å, forces in eV/Å.

net charge: -1
highest occupied orbital energy (alpha / beta): -0.52 / -3.59 eV
energy relative to the best compared isomer or geometry (same formula, charge and spin): 64.0 kJ/mol
spin multiplicity: 2
orbital gap (alpha / beta): 4.57 / 7.40 eV



[4]
Below is a gas-phase ion, C2H7BNOS (charge -1), with properties calculated with ωB97M-V/def2-TZVPD.

The geometry in XYZ format:
```
13
Properties=species:S:1:pos:R:3:forces:R:3:mulliken_charge:R:1
C 1.40770 -0.57679 0.44649 -0.37 0.18 0.55 -0.67
C 0.20975 -0.32470 -0.68410 1.61 -0.09 -0.42 -0.63
B -0.75335 0.91220 -0.19049 -2.96 0.83 0.20 0.30
O -0.05291 2.20605 0.12940 1.15 -1.72 -2.01 -0.60
N -2.26532 0.89720 -0.06788 4.26 -0.95 0.50 -0.44
S -2.89744 -0.70300 0.22902 0.28 0.07 -0.13 -0.34
H 1.83554 -1.66863 0.43246 -0.57 2.11 -0.17 0.27
H 0.96782 -0.41922 1.54519 0.92 -0.28 -2.39 0.19
H 2.27047 0.23670 0.30671 -1.79 -1.95 0.33 0.18
H -0.35014 -1.30357 -0.99506 1.05 1.85 0.82 0.29
H 0.77380 0.05928 -1.66321 -1.07 -0.85 1.80 0.18
H 0.83128 2.21409 -0.38308 -2.14 -0.10 1.34 0.24
H -1.97720 -1.52961 0.89455 -0.37 0.90 -0.42 0.03
```
Positions in Å, forces in eV/Å.

net charge: -1
highest occupied orbital energy: -2.23 eV
spin multiplicity: 1
orbital gap: 5.88 eV



[5]
Below is 2 unconnected molecules or ions with the total composition C2H7BrN2OP, with properties calculated with ωB97M-V/def2-TZVPD.

The geometry in XYZ format:
```
14
Properties=species:S:1:pos:R:3:forces:R:3:mulliken_charge:R:1
N -0.10080 -1.62288 0.34601 -0.67 -0.48 -0.54 -0.52
P -1.73072 -2.11031 1.09671 -0.94 -0.01 1.29 0.46
O -2.59538 -0.81888 0.62086 1.04 -0.99 -0.58 -0.40
Br -2.23964 -3.83277 -0.19803 0.21 0.61 -0.13 -0.07
H 0.58315 -1.57596 1.09887 0.38 0.10 -0.19 0.42
H 0.19034 -2.28376 -0.37536 0.36 -0.16 0.14 0.38
H -0.13567 -0.71768 -0.12096 0.34 0.30 0.17 0.31
H -2.46753 -0.69523 -0.33299 -0.70 0.42 -0.14 0.36
C 1.31285 2.75001 -0.36654 -0.01 -0.05 -0.02 -0.82
C 1.60424 1.32129 -0.32621 -0.15 1.70 -0.07 0.46
N 1.86537 0.21492 -0.29524 0.09 -1.48 0.06 -0.48
H 2.23448 3.31203 -0.23374 0.03 0.00 0.00 0.31
H 0.87174 3.00711 -1.32703 0.01 0.02 -0.02 0.29
H 0.61870 3.00673 0.43081 0.00 0.03 0.02 0.29
```
Positions in Å, forces in eV/Å.

net charge: +1
highest occupied orbital energy: -14.57 eV
spin multiplicity: 1
orbital gap: 10.88 eV



[6]
Below is a molecular structure, C2H7Cl2N2O2PS, with properties calculated with ωB97M-V/def2-TZVPD.

The geometry in XYZ format:
```
17
Properties=species:S:1:pos:R:3:forces:R:3:lowdin_spin:R:1
C 2.11581 0.99542 -1.22970 2.79 -4.85 0.59 0.00
C -2.80883 -0.23814 1.33507 -1.25 0.33 -6.59 0.11
N -1.44245 0.20154 -1.15943 -1.09 0.99 -7.86 0.96
N 1.56820 0.35549 0.01871 -0.82 4.51 -1.03 0.01
O -0.65228 1.26493 1.08457 0.71 3.36 0.62 0.20
O -0.24972 -1.35358 0.88118 2.65 -1.87 0.03 0.10
P 0.94860 -1.13699 0.01893 -1.12 -0.89 -0.37 0.03
S -1.40426 0.33547 0.27611 -3.01 -1.55 8.30 0.54
Cl 2.45558 -2.25124 0.57538 0.95 -0.83 0.10 0.02
Cl 0.57768 -1.76081 -1.93430 0.66 0.08 0.99 0.01
H 2.75041 1.81505 -1.13150 0.89 1.49 1.35 0.00
H 2.82806 0.17084 -1.57564 -0.87 1.29 -0.44 0.00
H 1.44906 1.24649 -1.97436 -2.00 0.05 -1.42 0.00
H -3.42187 0.59144 1.42951 -2.03 1.43 -0.29 0.02
H -3.23915 -1.10898 0.80245 0.15 0.51 0.86 0.00
H -2.42396 -0.30772 2.22517 2.76 -1.43 4.70 0.01
H 0.94910 1.18078 0.35786 0.62 -2.62 0.47 0.00
```
Positions in Å, forces in eV/Å.

highest occupied orbital energy (alpha / beta): -5.50 / -10.18 eV
spin multiplicity: 3
orbital gap (alpha / beta): 6.02 / 7.48 eV



[7]
Below is 2 unconnected molecules or ions with the total composition C2H7Cl2N2P, with properties calculated with ωB97M-V/def2-TZVPD.

The geometry in XYZ format:
```
14
Properties=species:S:1:pos:R:3:forces:R:3:mulliken_charge:R:1
C -1.33253 1.19384 -1.02083 0.11 1.65 -1.80 -0.73
C 0.04470 -1.07061 1.34259 -1.88 -3.07 -0.73 -0.57
N -1.25208 -0.03220 -0.27295 0.25 -1.87 -1.97 -0.11
N -0.36835 0.15493 0.70621 0.94 -0.72 0.62 -0.30
P 2.10630 0.63550 -0.67373 -0.44 1.85 0.48 0.33
Cl 2.49673 -1.28651 -0.85897 0.54 -1.40 -0.17 -0.19
Cl 3.02582 1.20261 1.10455 -0.15 -0.34 -0.35 -0.22
H -2.25032 1.37568 -1.66555 0.50 -0.41 1.58 0.27
H -1.07083 1.97147 -0.26199 -0.86 -0.29 -0.92 0.34
H -0.55498 1.31218 -1.82912 -0.07 -0.51 0.88 0.23
H 0.28739 -1.01939 2.44873 -0.53 0.26 -1.47 0.22
H -0.83168 -1.92172 1.09104 1.95 2.01 1.26 0.28
H 0.88788 -1.56237 0.80045 -0.30 0.55 0.62 0.16
H -1.18804 -0.95340 -0.91043 -0.04 2.29 1.97 0.29
```
Positions in Å, forces in eV/Å.

highest occupied orbital energy (alpha / beta): -7.68 / -7.83 eV
energy relative to the best compared isomer or geometry (same formula, charge and spin): 327.9 kJ/mol
spin multiplicity: 1
orbital gap (alpha / beta): 6.92 / 8.21 eV



[8]
Below is a gas-phase ion, C2H7Cl3NSi (charge +1), with properties calculated with ωB97M-V/def2-TZVPD.

The geometry in XYZ format:
```
14
Properties=species:S:1:pos:R:3:forces:R:3:mulliken_charge:R:1
C 0.95318 -1.34700 0.02565 -0.64 -0.53 1.22 -0.99
C -0.13750 -0.31433 0.31999 -2.80 -1.81 1.87 -0.22
N 0.31243 0.88781 1.11035 -0.40 0.75 0.02 -0.27
Si -1.00245 0.38792 -1.31574 0.46 1.40 1.74 0.76
Cl 0.64899 1.33581 -2.06252 -0.31 -0.08 -0.36 -0.19
Cl -2.10032 -0.56257 -2.67708 0.26 -0.16 0.38 -0.12
Cl -2.14335 1.86440 -0.28651 0.05 -0.55 -0.82 -0.29
H 0.31329 -2.21484 0.23172 0.97 -0.58 -0.51 0.34
H 1.18888 -1.30488 -1.03853 0.69 -0.21 0.33 0.27
H 1.84105 -1.42184 0.75251 -1.28 0.43 -1.29 0.34
H -1.05728 -0.85286 1.06275 2.68 1.77 -2.16 0.41
H -0.54145 1.54317 1.02229 1.67 -0.15 0.12 0.25
H 0.50625 0.75829 2.11415 -0.37 -0.57 -0.34 0.37
H 1.21827 1.24091 0.74098 -0.97 0.30 -0.20 0.34
```
Positions in Å, forces in eV/Å.

net charge: +1
highest occupied orbital energy: -15.43 eV
energy relative to the best compared isomer or geometry (same formula, charge and spin): 0.0 kJ/mol
spin multiplicity: 1
structure (SMILES): C[C@@H]([NH3+])[Si](Cl)(Cl)Cl
orbital gap: 12.01 eV



[9]
Below is 2 unconnected molecules or ions with the total composition C2H7ClNOPS, with properties calculated with ωB97M-V/def2-TZVPD.

The geometry in XYZ format:
```
14
Properties=species:S:1:pos:R:3:forces:R:3:mulliken_charge:R:1
C 0.26114 1.61776 0.11457 3.52 1.06 -1.10 -0.97
C 1.17503 -0.61303 -0.29192 3.28 0.91 -0.86 -0.91
N 0.09353 0.27223 -0.31648 -1.21 -0.94 -0.85 0.10
O -1.29966 -1.81350 -0.60003 0.67 0.89 -0.17 -0.47
P -1.38390 -0.34628 0.13287 -0.65 -1.19 0.23 0.31
S 0.15330 -0.67012 2.80531 -0.38 -0.02 -0.08 -0.08
Cl -2.67031 0.62990 -1.19416 -0.03 0.14 0.05 -0.27
H 1.22918 1.85862 0.68017 -1.47 -1.02 -0.08 0.29
H 0.36831 2.35347 -0.70498 -0.69 -0.44 -0.01 0.26
H -0.59125 1.73175 0.66546 -1.94 1.92 1.96 0.49
H 1.57096 -0.76537 0.73440 0.25 0.21 -0.42 0.30
H 1.00222 -1.56803 -0.70685 -0.65 -0.93 -0.41 0.29
H 1.94297 -0.14585 -0.99806 -0.35 -0.71 1.26 0.32
H -1.85153 -2.54155 -0.32030 -0.35 0.11 0.48 0.34
```
Positions in Å, forces in eV/Å.

highest occupied orbital energy (alpha / beta): -8.71 / -8.66 eV
energy relative to the best compared isomer or geometry (same formula, charge and spin): 388.0 kJ/mol
spin multiplicity: 1
orbital gap (alpha / beta): 6.01 / 6.25 eV



[10]
Below is 2 unconnected molecules or ions with the total composition C2H7ClOSi, with properties calculated with ωB97M-V/def2-TZVPD.

The geometry in XYZ format:
```
12
Properties=species:S:1:pos:R:3:forces:R:3:mulliken_charge:R:1
C -0.10104 -2.02033 -0.73226 0.64 -2.60 -1.67 -0.55
C -0.55965 2.38515 0.01210 -2.12 -5.52 -2.05 -1.01
O -0.15061 -1.52342 0.56531 0.50 2.36 0.37 -0.26
Si 0.48381 0.00462 0.81257 -1.72 2.02 0.87 0.57
Cl 2.46500 -0.01212 0.34957 0.28 0.01 -0.15 -0.24
H 0.80599 -1.65975 -1.39160 -2.01 -0.28 1.15 0.26
H -1.12054 -1.99232 -1.20097 1.10 0.58 -0.02 0.22
H 0.07164 -3.12753 -0.59282 0.03 0.94 -0.41 0.23
H -0.30658 2.94309 0.79875 1.01 2.03 3.15 0.34
H -0.18875 2.73676 -0.93168 0.13 -0.17 -0.35 0.29
H -1.66188 2.04309 0.01054 1.89 0.81 -0.10 0.27
H 0.26260 0.22276 2.30050 0.27 -0.19 -0.79 -0.11
```
Positions in Å, forces in eV/Å.

highest occupied orbital energy: -8.76 eV
energy relative to the best compared isomer or geometry (same formula, charge and spin): 386.0 kJ/mol
spin multiplicity: 1
orbital gap: 8.92 eV



The calculation returns the following strongest force on any atom values, one per record and in order: 4.27; 3.47; 2.26; 4.39; 1.71; 8.96; 3.67; 3.87; 3.84; 6.26 eV/A.